Record 1
A molecular structure, C20H29HfN5O2S2 at a distorted geometry, computed with the ωB97M-V functional and the def2-TZVPD basis.

Geometry as XYZ:
```
59
Properties=species:S:1:pos:R:3:forces:R:3
Hf -3.312074 -3.355410 17.117111 -0.2212 -1.9830 -0.2165
O -1.931506 -3.350482 18.651016 -1.1013 -0.6503 -1.3299
S -3.440642 -5.966070 17.007528 -0.5702 0.5764 1.1791
C -4.845790 -6.756998 16.089926 -0.1830 0.0064 -0.8222
C -5.546634 -5.842061 15.059870 0.3686 -0.6710 -0.1205
C -6.449399 -4.738181 15.482668 -0.3680 0.2922 0.2371
C -6.684704 -3.735567 14.324359 -0.2669 0.2031 -0.0492
S -5.538367 -2.306446 14.624496 -2.7659 -0.0102 -0.1405
O -4.261621 -2.865080 15.293840 -0.1428 -0.4263 0.1779
C -6.485404 -1.796546 16.165815 0.6612 0.2569 -1.7922
C -5.556736 -1.030753 16.763091 0.8160 -0.5889 -0.2282
C -5.366359 -1.284760 18.192050 0.1632 0.6365 1.5248
C -6.683253 -1.709447 18.817625 -0.2046 1.2165 -1.1321
C -7.878404 -1.876966 18.085681 0.5240 -0.1529 2.5428
C -7.742185 -2.207769 16.773690 1.3545 0.2550 -1.0394
C -1.864084 -6.800910 16.804676 0.2947 -0.5535 -0.1653
C -0.724535 -6.643906 17.609071 0.1427 0.3649 -1.3395
C 0.553224 -6.944180 17.050735 -0.7340 0.0049 0.8497
C 0.645501 -7.417480 15.725477 -0.8621 0.3872 0.6318
C -0.542120 -7.752742 15.077336 -0.6197 -0.9210 -0.5709
C -1.801466 -7.526946 15.648760 -0.2337 0.6370 -1.8973
H -5.501066 -7.248838 16.802395 -0.0548 0.2900 0.3305
H -4.429454 -7.569638 15.490756 0.1639 0.1064 0.3222
H -6.163536 -6.490426 14.428882 0.5553 -0.1203 -0.2548
H -4.797886 -5.305341 14.492051 0.5541 -0.6808 -0.6096
H -5.996790 -4.273885 16.355611 -0.0113 0.5689 0.2380
H -7.391142 -5.099716 15.847490 -0.6556 -0.2797 0.0638
H -7.750468 -3.350090 14.329312 1.3704 0.0104 -0.1237
H -6.483672 -4.051179 13.275048 -0.0147 -0.2892 0.8741
H -4.794374 -0.491328 16.136359 -0.7162 -0.4602 0.9491
H -4.710002 -0.479339 18.593088 -1.3214 -0.1764 0.6353
H -6.609912 -2.004316 19.844531 -0.3207 0.0752 0.6191
H -8.795507 -1.979721 18.670319 0.0935 -0.3182 -0.3854
H -8.525709 -2.760168 16.250168 0.1678 0.3734 -0.0241
H -0.857529 -6.201605 18.567536 0.2802 0.1605 0.7805
H 1.419341 -6.826638 17.741107 -0.5717 -0.0658 -0.9570
H 1.573307 -7.465962 15.178713 0.2408 -0.3124 0.2404
H -0.582137 -8.228718 14.083135 0.5132 0.3527 0.5569
H -2.742193 -7.647253 15.041424 1.6267 -0.2562 0.5055
C -1.184669 -3.229617 21.176288 -0.4647 0.9775 0.6279
N -0.311416 -2.884111 20.092873 1.0630 -1.0735 -2.4725
C 1.128324 -2.856491 20.302179 1.7064 1.0744 0.0829
C -0.745887 -2.969115 18.846924 -0.3141 1.4745 2.0449
N -4.630836 -2.584641 18.445258 -0.5174 0.5624 -1.8092
N -0.068328 -2.368462 17.818139 0.6565 1.3991 -1.6258
C -0.660635 -1.799149 16.685665 0.4201 0.0688 -1.2093
N 0.047480 -0.863674 16.018358 -0.3257 -0.9136 1.8979
N -1.837933 -2.227098 16.176003 1.2174 1.2277 -0.1979
H -0.853184 -2.661059 22.044531 -0.1115 -0.0565 0.0122
H -1.196530 -4.259200 21.414090 0.2032 -1.2416 0.1983
H -2.178761 -2.927550 20.894337 -0.3581 0.1386 0.2147
H 1.252109 -2.760092 21.389539 0.3858 -0.0729 -0.4584
H 1.571223 -1.897152 19.833360 -0.4612 -1.5475 0.8194
H 1.664558 -3.788313 19.928448 -0.7843 1.2042 0.4463
H -4.777226 -2.992530 19.346153 -0.1597 0.1036 0.8195
H 0.827832 -1.906361 18.001903 -0.3045 -0.6483 0.3977
H 0.822794 -0.357117 16.456272 -0.2238 -0.3335 -0.3807
H -0.407536 -0.399140 15.258353 0.0429 0.2595 -0.5015
H -2.062811 -1.787777 15.255223 0.3790 -0.4613 1.0328
```
Positions in Å, forces in eV/Å.

Output
- Charge: +4
- Calculated total energy: -2046.63547 Eh
- ΔE to the lowest compared entry with this formula, charge and spin: 65.7 kcal/mol
- LUMO: -0.52812 Ha
- Frontier orbital gap: 4.9 eV

Record 2
A gas-phase ion, C7H11N3 (charge +2) at a distorted geometry, computed with the ωB97M-V functional and the def2-TZVPD basis.

Geometry as XYZ:
```
21
Properties=species:S:1:pos:R:3:forces:R:3
C 3.692024 -0.335082 -0.835280 2.9243 -0.1995 -0.7550
N 2.654663 -0.564290 -0.454731 0.5595 0.1995 -1.1179
C 1.410537 -0.691985 0.142358 -2.4271 -0.5305 1.2173
C 1.348717 0.456877 1.149302 0.7447 2.9030 0.8160
C 0.145445 -0.714445 -0.942257 2.7981 -2.6943 0.7935
C -1.117674 -0.200625 -0.526803 1.1670 1.5791 0.0664
N -1.834282 -0.572372 0.506064 2.5451 -4.1074 0.7179
C -2.869229 0.200085 0.717058 -1.3649 1.3438 0.3226
C -2.746337 1.170064 -0.214463 -2.2640 2.7128 -0.4869
N -1.634719 0.909426 -0.998529 -2.7820 -1.2338 3.5146
H 4.791335 -0.246934 -1.150444 -1.9204 0.0242 0.4049
H 1.483879 -1.696182 0.651524 -0.4325 0.9532 -0.4150
H 1.848951 1.457367 0.713915 -1.7853 -2.0479 0.5228
H 0.334418 0.630409 1.583629 0.6684 0.0295 -0.8363
H 1.965313 0.388712 2.068871 -0.0765 -0.9061 -0.6263
H -0.106651 -1.774530 -1.016550 0.7417 -0.3231 -0.5720
H 0.508125 -0.377722 -1.901706 -0.2369 0.2626 -0.2384
H -1.606702 -1.403115 1.073646 -0.2603 0.5796 -0.5014
H -3.527533 -0.088209 1.517129 -0.4846 0.6876 -0.0949
H -3.421980 2.053980 -0.332631 0.9355 -1.0415 -0.2285
H -1.318305 1.398574 -1.750106 0.9502 1.8093 -2.5035
```
Positions in Å, forces in eV/Å.

Output
- Charge: +2
- Calculated total energy: -436.90660 Eh
- ΔE to the lowest compared entry with this formula, charge and spin: 37.1 kcal/mol
- LUMO: -0.28235 Ha
- Frontier orbital gap: 9.7 eV
- Structure (SMILES): C#[N+][C@@H](C)Cc1[nH]cc[nH+]1

Record 3
A molecular structure, C18H34BeCaCl4FKN5O14S at a distorted geometry, computed with the ωB97M-V functional and the def2-TZVPD basis.

Geometry as XYZ:
```
80
Properties=species:S:1:pos:R:3:forces:R:3
C -3.136421 2.975527 -5.005716 0.3644 -0.0469 0.3739
C -1.636417 3.413275 -4.896598 -0.5959 -0.0260 1.0037
C -1.058592 3.218175 -3.419933 -2.2073 -1.7372 -1.8244
F -2.008039 3.889078 -2.522447 2.0091 -0.0942 -0.5586
N -1.021309 1.835317 -3.033411 0.7989 2.8126 0.5239
N -1.324774 0.787610 -3.820584 -0.2328 -2.4263 -0.0229
C -1.196753 -0.309233 -3.060316 0.0828 0.7967 -0.0002
N -0.802651 -0.006531 -1.822798 -0.1954 0.5435 -0.6806
C -0.675903 1.352696 -1.810154 -0.3332 -2.7248 -0.4115
N -0.271952 1.984803 -0.719921 -0.3836 -0.0490 -0.0568
C 0.068011 1.193513 0.479311 1.4714 1.1956 0.8054
C 0.230577 2.104145 1.736149 -0.4982 -0.3151 -0.5647
C -0.889873 1.806920 2.792568 -0.3332 1.0966 -0.3878
C -1.611958 3.152256 3.101530 -0.1386 -2.1345 -1.1667
O -1.203020 3.880669 3.918294 0.2514 1.3189 1.4220
O -2.740391 3.422739 2.329575 0.8695 0.0749 -0.0459
H -3.745009 3.288428 -4.138373 0.2767 0.1681 -0.5711
H -3.253874 1.879607 -5.090450 0.0441 0.6085 -0.1465
H -3.511825 3.387303 -5.961704 -0.0339 -0.2419 0.6080
H -1.602323 4.489993 -5.196780 0.2728 -0.3939 0.2566
H -1.012799 2.832714 -5.585170 -0.3160 0.4643 0.1746
H -0.022932 3.721798 -3.246879 -1.4437 -6.6766 -0.3863
H -1.601263 0.739837 -4.799281 -0.0289 0.9378 0.0947
H -1.423556 -1.274276 -3.524620 0.2226 0.1991 0.6165
H -0.160886 2.995020 -0.752056 0.0808 -0.2329 0.4169
H -0.674745 0.397360 0.718173 0.1141 0.4108 -0.6583
H 1.114969 0.729476 0.300946 -1.1511 0.6317 -0.2812
H 1.200401 1.874174 2.205006 -0.5006 0.4331 -0.3687
H 0.222391 3.159471 1.385558 0.0497 -0.4336 0.4232
H -1.616444 1.037747 2.473360 0.4462 0.3693 0.0485
H -0.352178 1.472688 3.674279 -0.2145 0.0182 0.0820
H -2.403795 3.620136 1.440817 -0.4853 -0.1271 0.0761
O -6.530771 1.567191 -8.130463 0.1881 0.0349 0.1790
Cl -5.118587 1.652926 -8.381033 -0.5366 -0.2306 -0.8592
O -4.597792 0.355535 -8.737095 0.1401 0.0739 0.2219
O -4.445753 2.105492 -7.161218 0.2509 -0.0330 0.2933
O -4.856138 2.596585 -9.434090 0.1335 -0.0020 0.2266
C 2.561812 2.793198 -6.380160 0.6754 -0.0531 -0.7672
Cl 1.240477 2.632412 -5.183469 0.6595 0.0437 0.2701
Cl 2.153487 1.971713 -7.873731 -0.0238 0.0978 0.2353
H 2.719765 3.847623 -6.584106 -0.2046 -0.0107 0.0991
H 3.462709 2.353192 -5.964221 -0.1719 -0.0700 0.1423
C 2.074958 -0.936681 3.004214 2.0605 -2.0280 2.6489
O 1.130736 -0.285784 2.501900 -1.5155 -0.2159 -2.0746
N 2.108885 -1.421913 4.245123 -0.4526 1.1325 -2.1682
C 3.245301 -2.173139 4.735161 0.4522 -0.1882 0.3476
C 0.985628 -1.200063 5.134470 -1.1278 -0.2103 -1.3235
H 2.978476 -1.170592 2.428401 -0.1581 0.0221 -0.0010
H 2.911185 -3.172546 5.028913 0.0564 0.1160 -0.0911
H 3.663717 -1.658150 5.601859 -0.0878 -0.0016 -0.0256
H 4.010138 -2.263561 3.965431 -0.1049 0.0175 -0.0597
H 0.082540 -1.632013 4.676785 0.1752 -0.2688 0.0009
H 0.841391 -0.113839 5.263102 0.7328 -1.0275 -0.3786
H 1.160375 -1.659619 6.094929 0.0640 0.0494 -0.0628
Ca -0.095934 5.254543 -3.033656 -0.2240 7.9740 0.2397
Cl 1.584517 0.591919 7.096285 0.6910 1.3025 1.2837
C -3.743983 7.735776 -4.823708 -0.5564 0.8624 1.4489
O -2.846476 7.540367 -5.791852 0.5099 -0.7497 0.3754
H -3.873865 8.770833 -4.452156 0.2618 0.2029 -0.4429
H -4.799957 7.458520 -5.041962 0.1260 -0.3140 -0.6267
H -3.576501 7.185301 -3.871301 0.0874 -0.4849 -0.2069
O -0.309343 -3.567708 6.559513 0.0767 0.1926 -0.2520
S 0.389483 -4.718119 5.972957 -0.0150 0.1263 0.3606
O 0.043221 -4.814044 4.553697 -0.3701 -0.0141 -0.1778
O -0.004010 -5.953717 6.646024 0.1725 -0.2526 -0.2500
O 1.835737 -4.530113 6.138177 -0.1989 0.0190 0.5281
K -0.969068 0.772278 6.169488 -0.7689 0.2280 0.6144
O 2.982503 -5.274511 3.707826 -0.0307 0.0301 -0.0809
C 3.171728 -6.444819 3.879638 0.2626 0.2233 -0.0061
O 2.674437 -7.133339 4.933377 0.0306 0.1515 -0.2508
C 3.168644 -8.482854 4.910499 0.0040 -0.3213 0.1047
C 3.566224 -8.735838 3.468451 0.1462 -0.1980 -0.2270
C 4.013616 -7.354777 3.011952 -0.2992 -0.4951 -0.0256
H 4.017282 -8.553536 5.594992 -0.0173 0.0474 -0.0135
H 2.387882 -9.161993 5.247588 -0.0683 0.2147 0.1128
H 4.329473 -9.505305 3.360926 -0.0251 0.0136 0.0827
H 2.692299 -9.047125 2.892102 0.0232 -0.0063 0.0483
H 5.068185 -7.174373 3.228416 -0.0220 0.1021 -0.0636
H 3.806634 -7.189486 1.957354 0.1722 0.2613 0.0456
Be 0.828069 -0.908281 0.686297 0.5645 -0.7833 1.7314
```
Positions in Å, forces in eV/Å.

Output
- Charge: +1
- Calculated total energy: -5663.31635 Eh
- LUMO: -0.26896 Ha
- Frontier orbital gap: 1.9 eV

no.,highest occupied orbital energy (eV)
1,-19.245
2,-17.399
3,-9.225